This record from the OMol25 dataset describes 3 unconnected molecules or ions with the total composition C11H23N3O3S3 at a distorted geometry. The level of theory is ωB97M-V/def2-TZVPD.

Summary:
LUMO energy, hartree: 0.0115
HOMO energy, eV: -8.90
Electronic energy, eV: -54893.3801
Charge: 0
Frontier orbital gap, eV: 9.21

Bonds (Å) are listed after each position.
CARTESIAN COORDINATES (ANGSTROEM)
1 C -3.03 1.73 1.73  C2 1.605, H13 1.141, H14 1.149, H15 1.157
2 C -3.29 0.87 0.40  C1 1.605, C3 1.624, H16 1.157, H17 1.150
3 C -3.71 -0.67 0.69  C2 1.624, N4 1.490, H18 1.140, H19 1.158
4 N -2.72 -1.41 1.52  C3 1.490, C5 1.480, H20 1.027
5 C -2.02 -2.49 0.78  N4 1.480, S6 1.894, C7 1.613, C9 1.608
6 S -0.95 -3.38 2.07  C5 1.894, H21 1.407
7 C -3.01 -3.64 0.23  C5 1.613, N8 1.191
8 N -3.69 -4.48 -0.25  C7 1.191
9 C -0.99 -1.99 -0.35  C5 1.608, O10 1.440, C11 1.618, H22 1.158
10 O -1.60 -1.44 -1.53  C9 1.440, H23 0.993
11 C 0.15 -1.03 0.28  C9 1.618, N12 1.193
12 N 0.94 -0.22 0.66  C11 1.193
13 H -2.71 1.13 2.64  C1 1.141
14 H -3.92 2.40 2.03  C1 1.149
15 H -2.15 2.44 1.49  C1 1.157
16 H -4.22 1.33 -0.12  C2 1.157
17 H -2.43 0.93 -0.36  C2 1.150
18 H -3.93 -1.13 -0.33  C3 1.140
19 H -4.73 -0.61 1.23  C3 1.158
20 H -2.05 -0.80 2.00  N4 1.027
21 H -0.32 -2.29 2.70  S6 1.407
22 H -0.41 -2.93 -0.69  C9 1.158
23 H -1.06 -0.63 -1.72  O10 0.993
24 C 5.39 2.14 3.87  S25 1.806, H28 1.091, H29 1.092, H30 1.091
25 S 4.00 2.43 2.75  C24 1.806, O26 1.494, C27 1.805
26 O 2.92 3.08 3.55  S25 1.494
27 C 3.55 0.69 2.56  S25 1.805, H31 1.092, H32 1.092, H33 1.091
28 H 5.81 3.10 4.15  C24 1.091
29 H 5.05 1.61 4.76  C24 1.092
30 H 6.15 1.55 3.35  C24 1.091
31 H 3.32 0.25 3.54  C27 1.092
32 H 4.37 0.15 2.09  C27 1.092
33 H 2.66 0.63 1.93  C27 1.091
34 C 0.67 0.01 -6.09  S35 1.805, H38 1.091, H39 1.091, H40 1.091
35 S 0.24 -0.52 -4.42  C34 1.805, O36 1.495, C37 1.806
36 O -1.12 0.01 -4.11  S35 1.495
37 C 1.45 0.53 -3.57  S35 1.806, H41 1.091, H42 1.091, H43 1.092
38 H 0.01 -0.49 -6.79  C34 1.091
39 H 0.54 1.09 -6.18  C34 1.091
40 H 1.70 -0.26 -6.31  C34 1.091
41 H 1.27 1.57 -3.82  C37 1.091
42 H 2.46 0.24 -3.87  C37 1.091
43 H 1.33 0.38 -2.50  C37 1.092